[1]
# C25H19F6N5O7PtS4

A molecular structure, C25H19F6N5O7PtS4 in a non-equilibrium geometry (wB97M-V/def2-TZVPD, the Open Molecules 2025 dataset).

## Properties
Expectation value of S²: 0.789
Spin multiplicity: 2
E_HOMO (alpha / beta): -4.62 / -4.62 eV
Total charge: -1

Atoms and positions in Å:
Pt (-0.233, -0.106, -0.069)
F (-4.661, -3.972, 0.998)
C (-3.879, -3.128, 0.322)
F (-4.659, -2.533, -0.603)
F (-2.991, -3.858, -0.355)
S (-3.011, -1.822, 1.388)
O (-2.445, -1.010, 0.331)
O (-4.080, -1.225, 2.121)
N (-2.041, -2.718, 2.191)
S (-0.558, -2.186, 2.507)
O (-0.224, -2.613, 3.818)
O (-0.554, -0.784, 2.147)
C (0.159, -3.380, 1.191)
F (1.435, -3.738, 1.060)
F (-0.227, -2.895, -0.002)
F (-0.496, -4.535, 1.369)
N (-3.539, 0.242, -2.553)
C (-2.246, 0.003, -2.237)
N (-1.803, 0.824, -1.304)
C (-2.862, 1.624, -0.953)
C (-2.978, 2.654, -0.023)
C (-4.198, 3.297, 0.068)
C (-5.281, 2.947, -0.733)
C (-5.190, 1.922, -1.661)
C (-3.973, 1.265, -1.747)
H (-4.105, -0.315, -3.169)
H (-1.638, -0.744, -2.715)
H (-2.146, 2.928, 0.602)
H (-4.320, 4.094, 0.786)
H (-6.212, 3.486, -0.634)
H (-6.029, 1.642, -2.280)
O (2.247, -2.037, -1.917)
C (2.556, -1.638, -0.740)
N (1.791, -0.809, 0.040)
S (2.379, -0.790, 1.579)
O (2.457, 0.552, 2.080)
O (1.651, -1.744, 2.406)
C (3.929, -1.529, 1.185)
C (5.028, -1.806, 1.955)
C (6.050, -2.573, 1.403)
C (5.927, -3.074, 0.096)
C (4.820, -2.821, -0.671)
C (3.782, -2.026, -0.134)
H (5.084, -1.435, 2.967)
H (6.924, -2.806, 1.990)
H (6.729, -3.685, -0.297)
H (4.722, -3.216, -1.671)
S (0.915, -0.984, -3.100)
C (1.255, 0.593, -2.723)
C (0.957, 2.726, 0.637)
C (0.494, 3.399, -0.606)
C (0.018, 4.696, -0.581)
C (-0.452, 5.312, -1.732)
C (-0.416, 4.623, -2.935)
C (0.065, 3.331, -3.016)
C (0.096, 2.610, -4.329)
C (0.505, 2.688, -1.829)
N (0.770, 1.361, -1.826)
H (0.810, 3.354, 1.509)
H (2.006, 2.445, 0.581)
H (0.400, 1.777, 0.790)
H (0.003, 5.233, 0.356)
H (-0.847, 6.316, -1.697)
H (-0.767, 5.109, -3.836)
H (-0.437, 3.179, -5.089)
H (-0.358, 1.623, -4.241)
H (1.125, 2.465, -4.661)

Atom charges from the Mulliken analysis, given in e for atoms 1 to 5: 1.54, -0.25, 0.58, -0.24, -0.22

[2]
# C25H19N4O2ReS5Sb

A molecular structure, C25H19N4O2ReS5Sb in a non-equilibrium geometry (wB97M-V/def2-TZVPD, the Open Molecules 2025 dataset).

## Properties
Spin multiplicity: 1
E_HOMO: -11.21 eV
Total charge: +1
Relative energy (zero: lowest compared OMol25 entry of this formula, charge and spin): 21.1 kJ/mol

Atoms and positions in Å:
Re (-0.110, 0.004, 0.202)
C (0.017, -2.421, 3.902)
C (-0.423, -3.647, 3.444)
C (-0.617, -3.836, 2.084)
C (-0.404, -2.788, 1.221)
N (-0.075, -1.554, 1.683)
C (0.184, -1.393, 2.997)
C (-0.436, -2.940, -0.252)
C (-0.566, -4.157, -0.874)
C (-0.515, -4.221, -2.259)
C (-0.333, -3.062, -2.980)
C (-0.205, -1.869, -2.299)
N (-0.252, -1.807, -0.960)
H (0.222, -2.246, 4.951)
H (-0.593, -4.468, 4.136)
H (-0.914, -4.804, 1.704)
H (0.520, -0.428, 3.310)
H (-0.694, -5.058, -0.289)
H (-0.609, -5.178, -2.763)
H (-0.275, -3.064, -4.059)
H (-0.059, -0.942, -2.824)
S (2.678, -0.803, -3.319)
Sb (3.078, 0.472, -1.559)
S (0.597, 1.615, -1.330)
S (2.216, -0.581, 0.442)
S (4.448, 2.111, -1.051)
O (-1.091, 1.357, 3.408)
C (-0.427, 2.094, 2.724)
N (-0.043, 3.374, 2.958)
C (0.749, 3.985, 1.887)
C (0.676, 2.807, 0.933)
O (1.110, 2.911, -0.263)
N (0.076, 1.741, 1.401)
C (0.052, 5.185, 1.219)
C (0.798, 6.046, 0.418)
C (0.174, 7.080, -0.266)
C (-1.199, 7.263, -0.161)
C (-1.948, 6.399, 0.624)
C (-1.327, 5.358, 1.308)
C (2.189, 4.260, 2.330)
C (3.158, 3.263, 2.271)
C (4.434, 3.498, 2.765)
C (4.743, 4.726, 3.334)
C (3.774, 5.718, 3.406)
C (2.501, 5.489, 2.902)
H (-0.226, 3.834, 3.833)
H (1.870, 5.906, 0.320)
H (0.765, 7.748, -0.881)
H (-1.682, 8.080, -0.688)
H (-3.019, 6.535, 0.709)
H (-1.924, 4.693, 1.921)
H (2.947, 2.298, 1.815)
H (5.189, 2.724, 2.689)
H (5.741, 4.913, 3.717)
H (4.011, 6.678, 3.848)
H (1.754, 6.275, 2.950)
S (-2.217, 0.162, 0.081)

Atom charges from the Mulliken analysis, given in e for atoms 1 to 5: -0.08, -1.13, -0.40, -0.94, 0.35

[3]
# C25H19N5O3PbS6

A molecular structure, C25H19N5O3PbS6 in a non-equilibrium geometry (wB97M-V/def2-TZVPD, the Open Molecules 2025 dataset).

## Properties
Spin multiplicity: 1
E_HOMO: -1.30 eV
Total charge: -2
Relative energy (zero: lowest compared OMol25 entry of this formula, charge and spin): 0.0 kJ/mol

Atoms and positions in Å:
Pb (0.262, 1.327, -0.376)
S (5.888, -1.193, -4.976)
C (4.717, -0.634, -3.938)
S (4.187, 1.004, -3.885)
C (2.942, 0.852, -2.648)
C (2.787, -0.398, -2.139)
S (1.695, -0.943, -0.905)
S (3.873, -1.614, -2.801)
S (2.068, 2.288, -2.239)
O (1.596, 1.203, 1.655)
C (2.109, 1.997, 2.510)
C (3.257, 1.569, 3.253)
C (3.879, 2.355, 4.186)
C (3.401, 3.641, 4.464)
C (2.280, 4.084, 3.797)
C (1.610, 3.305, 2.844)
C (0.411, 3.836, 2.221)
N (-0.153, 3.471, 1.087)
C (-1.259, 4.259, 0.904)
C (-1.380, 5.127, 1.943)
N (-0.317, 4.854, 2.777)
H (3.628, 0.578, 3.020)
H (4.759, 1.990, 4.706)
H (3.907, 4.281, 5.176)
H (1.924, 5.090, 4.005)
H (-1.873, 4.131, 0.030)
H (-2.088, 5.907, 2.163)
H (-0.138, 5.287, 3.662)
C (0.844, -5.833, -2.539)
C (-0.178, -4.731, -2.470)
C (-0.239, -3.745, -3.444)
C (-1.168, -2.720, -3.355)
C (-2.051, -2.693, -2.294)
C (-2.008, -3.668, -1.309)
C (-1.074, -4.683, -1.403)
S (-3.185, -1.336, -2.101)
O (-3.214, -0.634, -3.380)
O (-4.470, -1.910, -1.737)
N (-2.519, -0.367, -1.034)
C (-2.596, -0.560, 0.307)
C (-3.586, -1.371, 0.936)
C (-3.614, -1.491, 2.301)
C (-2.685, -0.806, 3.079)
C (-1.771, -0.016, 2.415)
N (-1.711, 0.122, 1.094)
H (1.496, -5.706, -3.402)
H (0.359, -6.811, -2.603)
H (1.465, -5.824, -1.641)
H (0.465, -3.767, -4.266)
H (-1.218, -1.937, -4.099)
H (-2.697, -3.613, -0.476)
H (-1.032, -5.447, -0.634)
H (-4.302, -1.879, 0.312)
H (-4.367, -2.113, 2.774)
H (-2.680, -0.887, 4.158)
H (-1.021, 0.548, 2.964)
N (-1.790, 2.131, -2.995)
C (-1.275, 2.814, -2.211)
H (-2.147, 1.276, -3.441)

Atom charges from the Mulliken analysis, given in e for atoms 1 to 5: 1.06, -0.39, 0.06, -0.16, 0.18

[4]
# C25H20AlN2O4S2

A molecular structure, C25H20AlN2O4S2 (wB97M-V/def2-TZVPD, the Open Molecules 2025 dataset).

## Properties
Spin multiplicity: 1
E_HOMO: -5.05 eV
Total charge: -1
Relative energy (zero: lowest compared OMol25 entry of this formula, charge and spin): 15.0 kJ/mol

Atoms and positions in Å:
Al (1.150, 0.065, -1.030)
C (-5.145, -0.727, 4.129)
C (-3.806, -0.195, 3.692)
C (-3.553, 0.082, 2.350)
C (-2.315, 0.541, 1.934)
C (-1.310, 0.728, 2.873)
C (-1.539, 0.461, 4.213)
C (-2.786, 0.005, 4.616)
S (0.279, 1.326, 2.339)
O (1.162, 1.164, 3.471)
O (0.087, 2.629, 1.776)
N (0.672, 0.338, 1.137)
C (1.046, -0.942, 1.364)
C (1.095, -1.729, 2.532)
C (1.491, -3.039, 2.409)
C (1.843, -3.584, 1.167)
C (1.781, -2.760, 0.069)
N (1.397, -1.489, 0.180)
H (-5.929, -0.446, 3.426)
H (-5.417, -0.351, 5.115)
H (-5.128, -1.818, 4.185)
H (-4.339, -0.067, 1.618)
H (-2.124, 0.743, 0.885)
H (-0.738, 0.615, 4.924)
H (-2.968, -0.201, 5.665)
H (0.841, -1.297, 3.487)
H (1.529, -3.659, 3.297)
H (2.158, -4.612, 1.068)
H (2.031, -3.080, -0.935)
O (1.565, -1.572, -4.578)
C (0.909, -1.030, -3.707)
O (1.280, -1.008, -2.461)
C (-0.441, -0.432, -4.050)
C (-0.909, -0.744, -5.330)
C (-2.133, -0.308, -5.795)
C (-2.923, 0.476, -4.961)
C (-2.476, 0.803, -3.698)
C (-1.236, 0.363, -3.208)
S (-0.870, 0.929, -1.572)
H (-0.261, -1.349, -5.949)
H (-2.468, -0.571, -6.790)
H (-3.888, 0.836, -5.297)
H (-3.085, 1.421, -3.050)
C (5.103, 2.790, -1.066)
C (4.804, 2.013, 0.045)
C (3.652, 1.238, 0.059)
C (2.766, 1.200, -1.023)
C (3.097, 1.994, -2.126)
C (4.242, 2.780, -2.154)
H (5.998, 3.402, -1.081)
H (5.465, 2.020, 0.905)
H (3.435, 0.661, 0.954)
H (2.443, 2.003, -2.993)
H (4.464, 3.387, -3.026)

Atom charges from the Mulliken analysis, given in e for atoms 1 to 5: 0.25, -1.46, 1.03, -1.02, -0.19

Which value of spin multiplicity does entry 3 give?
1

Please write out number 1 again, unchanged.
# C25H19F6N5O7PtS4

A molecular structure, C25H19F6N5O7PtS4 in a non-equilibrium geometry (wB97M-V/def2-TZVPD, the Open Molecules 2025 dataset).

## Properties
Expectation value of S²: 0.789
Spin multiplicity: 2
E_HOMO (alpha / beta): -4.62 / -4.62 eV
Total charge: -1

Atoms and positions in Å:
Pt (-0.233, -0.106, -0.069)
F (-4.661, -3.972, 0.998)
C (-3.879, -3.128, 0.322)
F (-4.659, -2.533, -0.603)
F (-2.991, -3.858, -0.355)
S (-3.011, -1.822, 1.388)
O (-2.445, -1.010, 0.331)
O (-4.080, -1.225, 2.121)
N (-2.041, -2.718, 2.191)
S (-0.558, -2.186, 2.507)
O (-0.224, -2.613, 3.818)
O (-0.554, -0.784, 2.147)
C (0.159, -3.380, 1.191)
F (1.435, -3.738, 1.060)
F (-0.227, -2.895, -0.002)
F (-0.496, -4.535, 1.369)
N (-3.539, 0.242, -2.553)
C (-2.246, 0.003, -2.237)
N (-1.803, 0.824, -1.304)
C (-2.862, 1.624, -0.953)
C (-2.978, 2.654, -0.023)
C (-4.198, 3.297, 0.068)
C (-5.281, 2.947, -0.733)
C (-5.190, 1.922, -1.661)
C (-3.973, 1.265, -1.747)
H (-4.105, -0.315, -3.169)
H (-1.638, -0.744, -2.715)
H (-2.146, 2.928, 0.602)
H (-4.320, 4.094, 0.786)
H (-6.212, 3.486, -0.634)
H (-6.029, 1.642, -2.280)
O (2.247, -2.037, -1.917)
C (2.556, -1.638, -0.740)
N (1.791, -0.809, 0.040)
S (2.379, -0.790, 1.579)
O (2.457, 0.552, 2.080)
O (1.651, -1.744, 2.406)
C (3.929, -1.529, 1.185)
C (5.028, -1.806, 1.955)
C (6.050, -2.573, 1.403)
C (5.927, -3.074, 0.096)
C (4.820, -2.821, -0.671)
C (3.782, -2.026, -0.134)
H (5.084, -1.435, 2.967)
H (6.924, -2.806, 1.990)
H (6.729, -3.685, -0.297)
H (4.722, -3.216, -1.671)
S (0.915, -0.984, -3.100)
C (1.255, 0.593, -2.723)
C (0.957, 2.726, 0.637)
C (0.494, 3.399, -0.606)
C (0.018, 4.696, -0.581)
C (-0.452, 5.312, -1.732)
C (-0.416, 4.623, -2.935)
C (0.065, 3.331, -3.016)
C (0.096, 2.610, -4.329)
C (0.505, 2.688, -1.829)
N (0.770, 1.361, -1.826)
H (0.810, 3.354, 1.509)
H (2.006, 2.445, 0.581)
H (0.400, 1.777, 0.790)
H (0.003, 5.233, 0.356)
H (-0.847, 6.316, -1.697)
H (-0.767, 5.109, -3.836)
H (-0.437, 3.179, -5.089)
H (-0.358, 1.623, -4.241)
H (1.125, 2.465, -4.661)

Atom charges from the Mulliken analysis, given in e for atoms 1 to 5: 1.54, -0.25, 0.58, -0.24, -0.22

Number 3 is which compound?
C25H19N5O3PbS6

What is the formula in the second record?
C25H19N4O2ReS5Sb